1.
11
Properties=species:S:1:pos:R:3:forces:R:3:mulliken_charge:R:1 method="wB97M-V/def2-TZVPD" s2=0.755 de_lowest_kcal_mol=16.89 homo_energy_ev="-10.7 / -10.4" spin_multiplicity=2
C -2.142 1.000 -0.578 0.2 -0.5 1.5 -0.53
O -0.896 1.242 0.121 0.0 -1.9 -0.6 -0.48
H -2.908 0.955 0.227 -0.1 0.5 -0.8 0.23
H -2.288 1.758 -1.339 -0.3 0.0 0.0 0.22
H -2.127 -0.019 -0.983 0.0 0.3 -0.4 0.26
H -0.581 0.280 0.218 -0.1 1.8 0.4 0.41
H 1.077 -0.541 -0.866 0.0 0.0 0.0 0.33
O 0.718 -0.611 0.037 0.2 -0.3 -0.1 -0.47
H 2.308 -1.301 1.139 0.2 -1.1 0.2 0.35
H 3.671 -0.976 0.917 0.7 -0.7 0.1 0.31
O 3.167 -1.787 1.109 -0.9 1.8 -0.2 -0.63

---

2.
129
Properties=species:S:1:pos:R:3:forces:R:3:mulliken_charge:R:1 method="wB97M-V/def2-TZVPD" total_charge=+1 homo_energy_ev="-9.1 / -9.1"
Ga 0.251 -0.005 -0.003 0.5 0.5 0.9 -0.57
C 2.588 4.979 -1.042 0.0 0.0 0.0 -1.58
C 2.746 3.474 -0.786 0.0 -0.1 0.0 0.12
C 4.035 3.202 -0.022 0.0 0.0 0.0 -1.38
C 1.498 2.926 -0.123 0.0 0.1 -0.1 0.75
C 0.324 2.890 -0.999 0.1 0.0 0.1 -0.90
C -1.453 2.099 -0.068 -0.1 0.0 0.1 1.42
C -2.972 1.752 -0.126 0.0 -0.1 0.1 2.02
C -3.871 2.957 0.160 -0.1 0.0 -0.1 -1.91
C -3.536 1.017 -1.347 0.1 0.0 -0.1 -1.72
C -0.736 1.444 1.219 -0.2 -0.2 -0.1 1.74
C 0.326 2.249 1.932 0.0 0.1 0.2 -0.29
C 1.396 2.797 1.244 0.0 -0.1 -0.1 -0.55
C 0.308 2.471 3.451 0.0 -0.1 0.0 0.87
C 1.679 2.578 4.133 0.1 0.0 0.1 -1.66
C -0.417 3.780 3.827 0.1 0.0 0.0 -1.97
C -1.667 0.817 2.253 0.0 0.1 0.0 -0.56
C -2.609 1.648 2.870 0.1 0.0 0.1 0.52
C -3.415 1.247 3.912 0.0 0.0 0.0 -1.83
C -3.302 -0.049 4.393 0.0 0.0 0.0 -1.58
C -2.421 -0.909 3.774 0.0 0.0 0.0 -1.35
C -1.608 -0.517 2.697 0.0 -0.1 0.1 1.49
P -0.744 -1.844 1.776 -0.2 0.0 -0.3 1.32
C 0.184 -2.960 3.002 0.1 0.0 -0.1 2.58
C 0.657 -4.200 2.229 0.0 0.0 0.0 -1.94
C -0.570 -3.419 4.256 0.0 0.0 0.0 -2.07
C 1.439 -2.249 3.508 0.0 0.0 -0.1 -2.07
C -2.171 -2.843 1.034 0.0 -0.1 0.2 2.73
C -3.052 -1.811 0.335 -0.1 0.0 0.0 -1.67
C -1.613 -3.838 0.012 0.0 0.0 -0.1 -2.74
C -3.064 -3.639 1.992 0.0 0.0 0.1 -1.88
H 3.464 5.377 -1.553 0.0 0.0 0.0 0.51
H 2.474 5.509 -0.095 0.0 0.0 0.0 0.30
H 1.715 5.199 -1.657 0.0 0.0 0.0 0.28
H 2.823 2.979 -1.763 0.0 0.0 0.0 0.40
H 4.063 3.733 0.930 0.0 0.0 0.0 0.34
H 4.891 3.545 -0.604 0.0 0.0 0.0 0.49
H 4.170 2.138 0.177 0.0 0.0 0.0 0.20
H 0.615 3.216 -1.995 0.0 0.0 0.1 1.04
H -3.138 1.051 0.690 0.0 0.1 -0.2 -0.37
H -3.931 3.617 -0.706 0.0 0.0 0.0 0.43
H -3.551 3.555 1.008 0.0 0.0 0.0 0.23
H -4.881 2.604 0.373 0.0 0.0 0.0 0.43
H -3.809 1.690 -2.156 0.0 0.0 0.0 0.63
H -4.440 0.492 -1.032 0.0 0.0 0.0 0.58
H -2.842 0.279 -1.742 0.0 -0.1 0.0 -0.53
H 2.237 3.141 1.829 0.1 0.1 0.1 0.16
H -0.224 1.641 3.926 0.0 0.1 0.0 0.16
H 2.183 3.510 3.875 0.0 0.0 0.0 0.48
H 2.364 1.763 3.907 -0.1 0.2 0.2 0.14
H 1.529 2.592 5.212 0.0 0.0 0.0 0.49
H 0.212 4.630 3.556 0.0 0.0 0.0 0.49
H -0.579 3.818 4.904 0.0 0.0 0.0 0.44
H -1.373 3.918 3.340 -0.1 0.0 -0.1 0.24
H -2.711 2.654 2.504 0.1 0.1 0.0 0.37
H -4.120 1.942 4.348 0.0 0.0 0.0 0.45
H -3.911 -0.395 5.217 0.0 0.0 0.0 0.45
H -2.389 -1.927 4.120 0.0 0.0 0.0 0.66
H -0.136 -4.933 2.107 0.0 0.0 0.0 0.32
H 1.453 -4.676 2.806 0.0 0.0 0.0 0.57
H 1.063 -3.953 1.246 0.0 0.0 0.0 0.22
H -1.541 -3.865 4.066 0.0 0.0 0.0 0.30
H -0.683 -2.611 4.976 0.0 0.0 0.0 0.39
H 0.050 -4.183 4.732 0.0 0.0 0.0 0.58
H 2.157 -2.087 2.707 0.0 0.0 0.0 0.38
H 1.918 -2.894 4.248 0.0 0.0 0.0 0.76
H 1.208 -1.305 4.000 0.0 0.0 0.0 0.19
H -2.486 -1.181 -0.345 0.1 0.0 0.0 -0.18
H -3.580 -1.184 1.054 0.0 0.0 0.0 0.41
H -3.793 -2.340 -0.269 0.0 0.0 0.0 0.97
H -0.809 -3.417 -0.578 0.1 0.0 -0.1 0.27
H -2.418 -4.122 -0.671 0.0 0.0 0.0 0.70
H -1.259 -4.746 0.489 0.0 -0.1 0.0 0.41
H -3.527 -3.024 2.762 0.0 0.0 0.0 0.28
H -2.541 -4.472 2.459 0.0 0.0 0.0 0.34
H -3.875 -4.067 1.399 0.0 0.0 0.0 0.51
I 3.024 -0.779 -4.222 0.0 0.1 -0.1 0.04
C 3.623 -0.726 -2.236 0.1 -0.1 0.0 0.22
C 4.996 -0.864 -1.924 -0.1 0.0 0.0 -0.19
C 5.453 -0.764 -0.640 -0.1 0.0 0.0 -0.52
I 7.488 -0.990 -0.270 0.1 0.0 0.0 0.09
C 4.540 -0.497 0.416 0.1 0.1 0.0 1.75
C 4.879 -0.258 1.767 0.0 -0.1 0.0 -1.21
C 3.905 0.081 2.662 -0.1 0.0 0.0 -1.58
C 2.570 0.154 2.231 0.0 0.0 -0.1 -0.32
N 2.215 -0.089 0.997 0.1 -0.1 -0.2 1.00
C 3.179 -0.388 0.088 -0.1 0.0 0.0 -0.67
C 2.697 -0.517 -1.244 -0.1 0.0 0.1 -0.50
O 1.404 -0.377 -1.439 -0.1 -0.2 -0.3 -0.18
H 5.691 -1.050 -2.730 0.0 0.0 0.0 0.46
H 5.913 -0.330 2.077 0.0 0.0 0.0 0.26
H 4.145 0.285 3.695 0.0 0.0 0.0 0.69
H 1.775 0.402 2.917 0.0 -0.1 -0.1 0.05
C -0.969 4.731 0.435 0.0 0.0 0.1 -1.20
C -1.012 3.542 -0.493 0.0 0.0 -0.1 2.10
C -1.731 3.876 -1.769 0.0 0.1 0.0 -1.96
C -1.675 2.961 -2.782 -0.1 0.0 0.0 -1.49
C -1.038 1.746 -2.548 -0.1 0.1 0.1 1.10
C -0.681 0.795 -3.634 0.0 0.0 0.0 -0.90
N -0.540 1.574 -1.197 -0.2 -0.1 -0.4 -0.05
H -0.518 5.575 -0.091 0.0 0.0 0.0 0.49
H -0.393 4.550 1.335 0.0 0.0 0.0 -0.33
H -1.977 5.029 0.720 0.0 0.0 0.0 0.50
H -2.166 4.857 -1.891 -0.1 0.0 0.0 0.59
H -2.084 3.170 -3.762 0.0 0.0 0.0 0.47
H -0.319 1.351 -4.502 0.0 0.0 0.0 0.63
H -1.554 0.220 -3.949 0.0 -0.1 0.0 0.01
H 0.083 0.093 -3.319 0.0 0.0 0.0 -0.51
C 1.020 -3.395 -2.459 0.0 0.0 0.1 -1.29
N -0.239 -3.559 -3.152 0.0 -0.1 0.0 0.65
C -0.261 -4.632 -4.137 0.0 0.0 0.0 -0.63
C -1.667 -5.159 -4.307 0.0 0.0 0.0 -0.70
C -2.571 -3.993 -4.638 0.0 0.0 0.0 -0.65
N -2.431 -2.945 -3.638 -0.1 -0.1 -0.1 0.42
C -3.523 -1.996 -3.587 0.0 0.0 0.0 -1.14
C -1.274 -2.692 -2.955 0.0 0.1 0.0 -0.53
O -1.195 -1.732 -2.175 0.1 -0.1 0.1 -0.08
H 1.203 -4.248 -1.798 0.0 0.0 0.0 0.40
H 1.004 -2.474 -1.888 0.0 0.0 0.0 0.06
H 1.839 -3.335 -3.180 0.0 0.0 0.1 0.50
H 0.413 -5.415 -3.786 0.0 0.0 0.0 0.39
H 0.134 -4.270 -5.094 0.0 0.0 0.0 0.30
H -1.998 -5.628 -3.378 0.0 0.0 0.0 0.25
H -1.705 -5.907 -5.098 0.0 0.0 0.0 0.38
H -3.618 -4.302 -4.642 0.0 0.0 0.0 0.36
H -2.345 -3.600 -5.638 0.0 0.0 0.0 0.28
H -4.467 -2.539 -3.526 0.0 0.0 0.0 0.46
H -3.551 -1.364 -4.481 0.0 0.0 0.0 0.29
H -3.422 -1.367 -2.710 0.0 0.0 0.0 0.21

---

3.
61
Properties=species:S:1:pos:R:3:forces:R:3:mulliken_charge:R:1 method="wB97M-V/def2-TZVPD" de_lowest_kcal_mol=187.61 homo_energy_ev=-5.7
Sr 0.873 -0.023 -0.565 0.0 0.5 -0.6 1.42
Br 3.439 0.276 -3.750 -0.8 -0.2 1.1 -0.76
C -3.767 2.370 2.863 -0.6 -0.2 0.1 -1.32
C -4.033 1.528 1.572 2.9 -0.4 1.1 0.46
C -4.638 2.376 0.529 -1.4 0.3 -1.1 -1.16
O -2.865 0.907 1.122 0.3 0.0 -0.2 -0.77
H -3.413 1.716 3.660 -0.1 -0.2 0.0 0.30
H -4.708 2.827 3.170 -0.3 0.0 0.3 0.38
H -3.063 3.202 2.841 0.3 0.0 -0.8 0.28
H -4.710 0.742 1.906 -0.7 -0.2 0.1 0.11
H -5.574 2.844 0.834 0.1 0.7 0.5 0.39
H -5.029 1.778 -0.294 0.6 -0.3 -0.4 0.29
H -3.898 3.092 0.170 -0.1 0.1 -0.1 0.16
C -0.427 -4.103 1.156 1.5 -0.4 -0.6 -0.81
O -0.175 -3.467 -0.118 -1.3 -0.2 -0.9 -0.18
C -0.457 -4.365 -1.235 0.7 0.2 -0.5 -0.44
C -0.505 -3.701 -2.616 -0.4 2.0 1.0 -0.70
O -1.242 -2.471 -2.451 1.1 1.4 -0.5 -0.24
C -2.639 -2.564 -2.265 0.0 -2.4 -0.8 -0.80
H -0.629 -3.349 1.916 -0.3 -0.1 -0.3 0.26
H 0.507 -4.614 1.390 0.3 0.1 0.5 0.30
H -1.127 -4.939 1.142 -0.7 0.5 -0.3 0.33
H -1.451 -4.812 -1.195 0.2 -0.4 1.0 0.41
H 0.388 -5.052 -1.282 -0.4 -0.8 0.2 0.39
H -0.975 -4.294 -3.401 -0.2 -0.5 0.3 0.32
H 0.473 -3.434 -3.017 0.1 0.3 0.2 0.29
H -2.862 -2.967 -1.277 -0.3 0.8 0.3 0.27
H -2.933 -3.376 -2.929 -0.5 -0.3 -0.3 0.35
H -3.242 -1.732 -2.628 0.7 0.5 0.6 0.28
C -1.274 2.481 -3.671 -0.1 -0.3 -0.4 -0.87
O -0.429 2.650 -2.522 -0.1 1.3 -0.8 -0.12
C -0.220 4.080 -2.255 -0.2 -1.5 2.2 -0.51
C 0.338 4.165 -0.748 0.4 1.0 -1.9 -0.68
O 1.520 3.400 -0.517 -0.7 -1.4 0.4 -0.22
C 2.752 3.875 -1.052 -0.3 0.2 0.0 -0.72
H -1.104 1.500 -4.115 0.2 -0.1 0.3 0.27
H -1.121 3.193 -4.482 0.7 0.3 0.1 0.34
H -2.345 2.579 -3.496 -0.1 -0.1 0.8 0.32
H -1.200 4.556 -2.277 -0.1 0.2 0.2 0.43
H 0.392 4.585 -3.002 0.4 -0.4 0.0 0.36
H -0.451 3.956 -0.025 0.2 -0.9 -0.1 0.34
H 0.577 5.205 -0.523 0.1 0.4 -0.3 0.36
H 3.548 3.157 -0.858 -0.3 -0.3 0.0 0.23
H 3.035 4.788 -0.529 -0.1 0.3 -0.2 0.30
H 2.677 4.007 -2.132 0.1 0.2 0.0 0.30
C 1.646 0.530 3.597 -1.0 0.3 -0.9 -0.86
O 2.549 -0.055 2.606 -1.2 -0.6 1.7 -0.28
C 3.095 -1.240 3.222 1.1 0.1 -0.5 -0.56
C 4.124 -1.875 2.288 0.4 0.1 0.2 -0.61
O 3.602 -2.002 0.994 -0.5 0.3 -1.4 -0.20
C 4.255 -2.978 0.179 0.0 -1.2 0.7 -0.89
H 2.061 0.949 4.513 0.9 0.0 -0.3 0.32
H 0.871 -0.153 3.945 0.2 -0.6 -0.2 0.36
H 1.054 1.298 3.099 0.4 0.3 -0.1 0.31
H 2.399 -2.016 3.540 -0.8 0.3 -0.4 0.34
H 3.579 -0.918 4.144 0.3 -0.1 0.1 0.39
H 4.435 -2.861 2.632 -0.2 -0.2 0.5 0.44
H 5.044 -1.290 2.275 0.1 0.3 -0.2 0.32
H 4.207 -2.861 -0.904 -0.2 1.0 0.2 0.32
H 3.776 -3.941 0.357 -0.2 -0.2 0.1 0.32
H 5.290 -3.157 0.468 0.2 0.5 0.0 0.35